This record from the OMol25 dataset describes a 10-piece molecular cluster, C54H120N3O28P7 overall at a distorted geometry. The level of theory is the ωB97M-V functional and the def2-TZVPD basis.

* calculated total energy: -184779.700 eV
* total charge: 0
* relative energy (zero: lowest compared OMol25 entry of this formula, charge and spin): 5.954 eV
* SMILES string: CCOP(=O)(OCC)OCC.CCOP(=O)(OCC)OCC.CCOP(=O)(OCC)OCC.CCOP(=O)(OCC)OCC.CCOP(=O)(OCC)OCC.CCOP(=O)(OCC)OCC.CCOP(=O)(OCC)OCC.c1cc[nH]c1.c1cc[nH]c1.c1cc[nH]c1
* orbital gap: 8.05 eV

The geometry in XYZ format:
```
212
C54H120N3O28P7 the ωB97M-V functional and the def2-TZVPD basis
H 1.24332 3.91480 0.12276
H 5.77098 1.53984 1.63908
H 6.89780 1.37224 0.29674
H 7.02490 1.55072 -2.39624
H 1.79018 -7.98140 -5.51554
H 2.06140 -1.27191 4.68380
H 3.64464 4.36917 -0.70396
H -0.36305 -1.35057 6.12110
C 1.20011 -1.28686 2.02822
H -1.80403 3.03718 -0.03797
H 4.53823 3.82121 -5.82003
H -3.88799 -1.29287 -6.12788
H -3.13475 0.54554 1.38802
O -0.77639 0.79663 -3.53240
H 4.98301 5.33476 -6.41315
O -4.40705 -5.35998 2.92982
H -1.65639 1.99097 -1.45818
H -1.18683 3.67929 -1.56864
H -4.25831 -8.44971 0.76946
H -1.58458 7.55524 1.96142
H 0.81709 2.77400 3.11860
H -3.28083 3.52647 -2.72176
O 5.02936 2.14780 -2.60276
H -0.19829 -3.50143 7.72266
H 0.48526 5.11581 3.27980
P -4.62602 -4.82342 1.36788
C -3.85794 -0.84121 2.70506
C -1.03261 -3.88331 2.06035
H -0.31042 8.38197 1.22338
H 2.18022 -4.62081 7.32585
H -1.23684 -0.70359 -7.79230
H 1.37259 2.73492 -5.24254
H 0.94827 1.50770 -3.14360
H 1.43006 0.51117 -0.66295
H 6.95166 8.45938 -3.34011
H 0.92870 3.22505 -1.43755
C -0.14454 3.06821 3.51246
P -3.34114 5.84478 -0.91749
C 0.15965 -0.35783 2.16179
H 2.58886 -5.81276 1.82331
H -3.88994 2.48601 -1.30055
N 2.45606 -3.03734 5.95980
H -2.47726 0.44760 -7.24236
H 3.68344 -8.19366 -3.14397
H 2.43437 4.66594 -4.70582
H -3.89911 -3.41107 3.69982
O -3.18572 1.19618 -4.76624
O 3.01142 -7.21062 -0.52734
H 6.04465 -0.00043 -6.35767
C 2.65524 -8.26932 -3.49780
C 0.52086 -3.08052 7.03559
O -5.85226 -3.98013 1.25694
H -2.30677 -4.21680 5.15176
O -4.34462 0.93892 5.53267
C -1.49046 4.80847 3.99167
H 0.03266 -4.10254 1.98803
O -2.45093 -1.13061 -3.64880
H -8.90523 0.19859 4.43291
H 3.29705 3.69714 -2.27844
H 5.98340 -0.68375 0.56854
H -1.23953 -2.83632 1.83878
H -5.05601 -1.89622 7.90732
C -3.25795 3.29994 -1.65580
H -2.24175 -0.71998 8.77633
H -1.96457 -3.11550 -3.49121
O 2.92969 -5.55190 -2.49295
H -2.60267 -2.50463 -6.40032
C -3.01471 -4.97416 4.81512
H 2.49077 -1.45618 0.18339
C 6.64662 3.24761 -3.79200
H -1.73085 5.82882 4.25147
H -5.02460 -4.29567 4.58540
P 4.52078 0.67325 -2.39390
O 5.55197 0.00205 -1.29689
H -1.56105 -4.89451 0.08176
C -4.71917 7.03003 2.59221
H -1.51961 1.52331 4.26894
C 5.99653 8.35936 -2.82454
H -2.36411 -2.18823 -1.21696
H -3.33157 -5.63970 5.61809
O -1.93683 5.80205 -0.12985
H 4.11722 -5.02711 -0.91037
H 2.58172 -9.35683 -3.49751
H -2.34475 -5.57878 4.20383
H -5.01339 -8.45024 -0.78689
H -5.80283 6.95361 2.68138
H -2.95779 -2.18292 9.36221
C 3.21423 5.38402 -4.95935
H -4.69778 -1.49128 2.45976
H 4.36652 -0.13830 -7.11338
C 1.76082 -3.69711 6.95535
C 5.37028 0.09700 0.11843
H -4.40559 8.06244 2.43765
O 1.64105 -7.76314 -2.61591
H -1.41019 -4.11372 3.05657
H 5.40646 2.30652 0.12233
C 1.73205 -1.97773 5.43196
H 3.47559 -7.79726 -5.49787
H 6.15249 6.14314 -2.49583
N -0.23380 4.45763 3.54406
H 3.32491 0.21533 -5.04421
C 6.39797 2.43367 -2.52060
C -1.04502 6.86963 -0.06779
H -3.29919 1.13382 3.07954
H 2.43850 -6.54488 -4.76094
H 5.32513 8.49787 -3.67197
H -0.90574 -3.11073 -1.37096
H -4.75695 5.00936 1.66337
O -3.86500 4.31752 -0.84462
C -5.75294 -7.04430 0.73178
O 2.59215 7.79581 -3.23432
H 3.79116 -2.69300 -1.10120
H 1.44465 -2.14430 2.63764
C 3.41929 -3.28749 -1.93571
N 1.27722 0.14194 0.26463
O -3.75337 -1.32631 6.64580
C -5.23261 -8.45714 0.28081
H -0.24527 1.46221 0.93062
H -6.05697 -6.97879 1.77647
C 3.91569 -4.75191 -1.94563
H -7.01819 -1.28659 3.47107
H -2.15355 -5.63892 1.50906
C 2.54760 -7.77699 0.69512
H 3.83629 -7.04231 2.36616
H 1.05722 0.31034 -4.41181
H -0.53456 -0.31898 2.98820
H 4.52566 1.51858 -5.11412
C -2.15886 3.61963 4.31057
C 0.47067 -2.03707 6.12752
H -0.25328 3.06488 -4.70483
P 1.97133 -6.49857 -1.56667
C -1.54973 -2.13728 -3.24812
H 2.10091 -7.09556 2.63892
C -1.26719 7.91798 0.98378
H 2.35372 -3.12861 -1.77010
O 4.45999 6.83941 -1.61169
C 2.86073 4.26028 -1.45345
C -1.41777 -2.22900 -1.75629
H 2.99201 -8.77176 0.72725
C 2.59654 -7.61686 -4.87914
H 5.87866 9.19825 -2.13862
H -0.97143 7.42413 -1.00332
H 5.15953 -1.37191 -6.12286
H -6.51690 0.33380 3.90612
O 3.03637 0.59351 -2.21190
H 1.47658 -7.97800 0.72000
O 3.98187 5.71318 -3.82578
H -3.19067 5.74777 1.87212
H -0.00589 1.87865 -5.98792
H 6.60842 3.17505 -1.74978
C 1.72825 3.43395 -0.72679
H 3.32766 -3.42023 5.62243
H 2.17103 2.48271 -0.43149
P -4.33317 -0.52223 5.39028
C 0.43869 1.12071 -4.02602
O -3.48396 -1.05873 4.07836
O 0.79940 -5.83152 -0.97119
H 7.71948 3.39559 -3.91522
C -3.77608 0.58337 2.26857
H -3.06624 -1.35188 2.15685
H 3.53004 4.63699 -7.03127
H 2.72086 6.28601 -5.32144
H -3.42499 -1.70535 -7.69584
O -3.38439 6.50578 -2.24104
C 5.00288 -0.29997 -6.24331
C 0.40429 2.27009 -5.05699
H -4.34573 6.82880 3.59627
H 6.36772 7.10821 -1.11516
C -6.82208 -0.62836 4.31746
H -6.50867 -6.65710 0.04838
H 6.37818 2.82982 -4.76230
C 5.78264 7.05830 -2.03347
O -4.18431 6.54055 0.26732
H -1.94429 8.64582 0.53670
H -8.13343 0.51981 5.93579
H -0.06776 6.44954 0.17010
O -1.27962 -0.29242 -5.75719
O 2.29517 5.47758 -1.85190
C -3.19378 -1.15790 9.07629
P -2.07121 0.24055 -4.42724
O -4.65471 -6.17001 0.51667
C 4.09790 4.77487 -6.11116
C -4.22723 5.96053 1.61064
C 4.39177 0.43852 -5.05378
C 0.31824 0.55984 1.11659
H -0.88271 -1.31633 -1.49392
H 4.87117 -4.73748 -2.46998
H -3.13555 3.60531 4.77129
H -5.80580 -9.33950 0.56542
C -1.27694 2.55647 4.06872
C -2.99754 -1.53622 -6.70751
C -1.95300 -0.47741 -7.00233
C -4.31715 -1.09536 7.87852
O -3.23962 -3.99494 0.97117
H 4.35081 0.04507 0.50066
C -1.94536 -4.66112 1.07471
C 2.86753 -6.86377 1.89955
H -3.62823 -0.55430 9.87317
H -8.70890 -1.03764 5.59886
H -4.85268 -0.14864 7.94950
P 3.25174 6.59548 -2.61372
H -0.59748 -2.10954 -3.77780
O -5.80606 -1.23331 5.14139
H -4.75463 1.01025 2.04876
C -4.11346 -4.43566 4.00374
H 3.65889 -2.92636 -2.93585
O 4.95928 -0.01449 -3.83111
C 1.82379 -0.93936 0.85751
C -1.90963 2.99646 -1.12208
C -8.17405 -0.21217 5.12915
C 5.84050 1.40726 0.55941
H 6.21302 4.24719 -3.82241
```

Atom charges from the Löwdin analysis, given in e for atoms 1 to 99: atom 1 (H): 0.074, atom 2 (H): 0.095, atom 3 (H): 0.088, atom 4 (H): 0.124, atom 5 (H): 0.071, atom 6 (H): 0.087, atom 7 (H): 0.110, atom 8 (H): 0.085, atom 9 (C): -0.119, atom 10 (H): 0.082, atom 11 (H): 0.034, atom 12 (H): 0.083, atom 13 (H): 0.076, atom 14 (O): -0.194, atom 15 (H): 0.073, atom 16 (O): -0.205, atom 17 (H): 0.068, atom 18 (H): 0.066, atom 19 (H): 0.070, atom 20 (H): 0.066, atom 21 (H): 0.102, atom 22 (H): 0.127, atom 23 (O): -0.205, atom 24 (H): 0.090, atom 25 (H): 0.139, atom 26 (P): 0.512, atom 27 (C): -0.270, atom 28 (C): -0.026, atom 29 (H): 0.079, atom 30 (H): 0.102, atom 31 (H): 0.123, atom 32 (H): 0.054, atom 33 (H): 0.087, atom 34 (H): 0.103, atom 35 (H): 0.076, atom 36 (H): 0.052, atom 37 (C): -0.134, atom 38 (P): 0.460, atom 39 (C): -0.091, atom 40 (H): 0.070, atom 41 (H): 0.125, atom 42 (N): -0.018, atom 43 (H): 0.114, atom 44 (H): 0.107, atom 45 (H): 0.096, atom 46 (H): 0.090, atom 47 (O): -0.240, atom 48 (O): -0.210, atom 49 (H): 0.073, atom 50 (C): -0.283, atom 51 (C): -0.144, atom 52 (O): -0.255, atom 53 (H): 0.076, atom 54 (O): -0.231, atom 55 (C): -0.139, atom 56 (H): 0.071, atom 57 (O): -0.178, atom 58 (H): 0.061, atom 59 (H): 0.093, atom 60 (H): 0.133, atom 61 (H): 0.058, atom 62 (H): 0.115, atom 63 (C): -0.245, atom 64 (H): 0.064, atom 65 (H): 0.119, atom 66 (O): -0.187, atom 67 (H): 0.082, atom 68 (C): -0.082, atom 69 (H): 0.085, atom 70 (C): -0.060, atom 71 (H): 0.100, atom 72 (H): 0.124, atom 73 (P): 0.535, atom 74 (O): -0.187, atom 75 (H): 0.094, atom 76 (C): -0.067, atom 77 (H): 0.081, atom 78 (C): -0.056, atom 79 (H): 0.084, atom 80 (H): 0.084, atom 81 (O): -0.204, atom 82 (H): 0.106, atom 83 (H): 0.116, atom 84 (H): 0.072, atom 85 (H): 0.072, atom 86 (H): 0.070, atom 87 (H): 0.059, atom 88 (C): -0.257, atom 89 (H): 0.110, atom 90 (H): 0.082, atom 91 (C): -0.132, atom 92 (C): -0.278, atom 93 (H): 0.077, atom 94 (O): -0.191, atom 95 (H): 0.047, atom 96 (H): 0.073, atom 97 (C): -0.095, atom 98 (H): 0.075, atom 99 (H): 0.095